(1)
C3H8ClN2O | ωB97M-V/def2-TZVPD

Energy relative to the best compared isomer or geometry (same formula, charge and spin) (eV): 0.549
Total charge: +1
2S+1: 1
Frontier orbital gap (eV): 11.368
Lowest unoccupied orbital energy (eV): -3.748

Last column: natural (NBO) charge in e.
Geometry (Å):
1 C 1.700 -0.407 -1.319  0.528
2 C -2.190 -0.025 2.215  -0.755
3 C -1.263 0.184 1.182  0.476
4 N 2.215 -0.341 -2.548  -0.786
5 N 0.852 0.467 -0.899  -0.759
6 O -0.251 0.822 1.333  -0.538
7 Cl 1.944 -1.894 -0.339  0.079
8 H -1.671 -0.109 3.260  0.279
9 H -2.595 1.005 2.265  0.296
10 H -2.993 -0.859 2.079  0.270
11 H -1.643 -0.154 0.146  0.144
12 H 1.794 0.238 -3.324  0.450
13 H 3.083 -0.890 -2.637  0.445
14 H 0.623 1.224 -1.559  0.405
15 H 0.397 0.741 0.145  0.465



(2)
C18H35BN14O8 | ωB97M-V/def2-TZVPD

Energy relative to the best compared isomer or geometry (same formula, charge and spin) (eV): 2.354
Total charge: 0
2S+1: 1
SMILES: NB(OC(=O)c1ccccc1)c1cccnc1.NC(N)=O.NC(N)=O.NC(N)=O.NC(N)=O.NC(N)=O.NC(N)=O
Frontier orbital gap (eV): 8.820
Lowest unoccupied orbital energy (eV): 0.407

Last column: Löwdin charge in e.
Geometry (Å):
1 N 0.264 0.531 0.616  0.172
2 B 0.973 1.200 -0.498  -0.499
3 O 1.388 2.563 -0.528  0.137
4 C 1.463 3.150 0.733  -0.397
5 O 0.681 4.036 0.984  0.122
6 C 2.505 2.799 1.809  -0.094
7 C 2.836 3.862 2.770  -0.017
8 C 3.767 3.648 3.854  -0.062
9 C 4.434 2.347 4.048  -0.062
10 C 4.141 1.303 3.075  -0.059
11 C 3.184 1.528 1.963  -0.007
12 C 1.351 0.308 -1.765  -0.068
13 C 0.881 -1.072 -1.977  -0.004
14 C 1.353 -1.768 -3.188  -0.035
15 C 2.258 -1.029 -4.059  -0.151
16 N 2.701 0.251 -3.910  0.032
17 C 2.252 0.859 -2.782  -0.107
18 H 1.000 0.150 1.224  0.078
19 H -0.337 1.176 1.148  0.053
20 H 2.367 4.870 2.696  0.105
21 H 3.983 4.477 4.581  0.078
22 H 5.133 2.166 4.900  0.099
23 H 4.608 0.293 3.154  0.086
24 H 2.987 0.699 1.241  0.097
25 H 0.204 -1.556 -1.233  0.100
26 H 1.053 -2.817 -3.410  0.058
27 H 2.628 -1.577 -4.965  0.102
28 H 2.609 1.908 -2.608  0.115
29 N 3.613 8.195 7.205  0.146
30 C 3.484 7.271 6.213  -0.686
31 N 2.311 7.332 5.523  0.155
32 O 4.352 6.452 5.962  0.019
33 H 2.912 8.877 7.428  0.092
34 H 4.466 8.181 7.736  0.104
35 H 2.179 6.664 4.783  0.096
36 H 1.585 7.997 5.714  0.094
37 N -4.318 1.136 2.713  0.159
38 C -3.191 0.769 2.050  -0.684
39 N -3.401 -0.012 0.955  0.159
40 O -2.074 1.111 2.404  0.016
41 H -5.245 0.865 2.432  0.074
42 H -4.204 1.714 3.526  0.104
43 H -2.589 -0.304 0.437  0.092
44 H -4.310 -0.304 0.644  0.092
45 N -2.268 -4.480 -3.348  0.153
46 C -1.153 -4.866 -4.030  -0.670
47 N -1.389 -5.658 -5.104  0.153
48 O -0.027 -4.521 -3.694  -0.005
49 H -3.199 -4.750 -3.605  0.095
50 H -2.133 -3.892 -2.545  0.101
51 H -0.590 -5.960 -5.632  0.105
52 H -2.304 -5.950 -5.398  0.051
53 N 4.088 -3.163 3.917  0.149
54 C 3.761 -2.893 2.622  -0.687
55 N 4.146 -3.841 1.724  0.151
56 O 3.168 -1.880 2.293  0.021
57 H 4.575 -3.989 4.209  0.092
58 H 3.819 -2.485 4.608  0.105
59 H 3.921 -3.676 0.758  0.107
60 H 4.634 -4.681 1.973  0.092
61 N -2.166 -8.385 -7.514  0.158
62 C -2.631 -7.176 -7.930  -0.667
63 N -2.700 -7.021 -9.279  0.157
64 O -2.961 -6.294 -7.151  0.005
65 H -1.890 -9.121 -8.137  0.097
66 H -2.101 -8.536 -6.522  0.106
67 H -3.038 -6.139 -9.622  0.110
68 H -2.434 -7.730 -9.936  0.097
69 N -6.194 3.490 -0.154  0.157
70 C -7.129 2.854 0.601  -0.689
71 N -8.182 3.627 0.981  0.149
72 O -7.031 1.677 0.914  0.004
73 H -6.255 4.455 -0.422  0.096
74 H -5.401 2.950 -0.453  0.107
75 H -8.893 3.190 1.541  0.105
76 H -8.283 4.594 0.736  0.094



(3)
C4H10N4 | ωB97M-V/def2-TZVPD

Energy relative to the best compared isomer or geometry (same formula, charge and spin) (eV): 8.107
Total charge: 0
2S+1: 1
Frontier orbital gap (eV): 8.744
Lowest unoccupied orbital energy (eV): 0.409

Last column: natural (NBO) charge in e.
Geometry (Å):
1 C 1.358 1.657 0.194  -0.480
2 C 0.109 -0.332 -0.344  0.564
3 C -3.538 -0.226 -0.062  -0.154
4 C 2.245 -1.186 -0.069  -0.474
5 H 1.394 0.772 1.175  0.251
6 H 2.440 2.007 -0.443  0.255
7 H 0.493 2.756 0.511  0.210
8 H -0.538 1.521 -0.499  0.411
9 H -1.505 -1.613 0.225  0.364
10 H -4.323 0.582 0.337  0.170
11 H -3.859 -1.197 0.001  0.145
12 H 2.698 -0.790 0.971  0.183
13 H 2.865 -2.082 0.232  0.212
14 H 2.674 -0.705 -0.934  0.193
15 N 0.426 0.811 -0.821  -0.656
16 N -1.381 -0.654 -0.266  -0.428
17 N -2.371 0.121 -0.061  -0.232
18 N 0.812 -1.442 -0.148  -0.535



Number 1: F_max 4.54 eV/A. Number 2: F_max 2.90 eV/A. Number 3: F_max 9.61 eV/A.